22
Properties=species:S:1:pos:R:3:forces:R:3:nbo_charge:R:1 method="wB97M-V/def2-TZVPD" e_lumo_ha=-0.1139 e_tot_ha=-400.0740 e_homo_ha=-0.4208 homo_lumo_gap_ha=0.3070 charge=+1 relative_energy_kcal_mol=36.74
H -2.67672 -0.11784 0.83656 0.02 -0.01 0.19 0.499
H 0.54653 -1.93918 -1.25550 -0.08 0.03 -0.66 0.201
C 0.34714 -1.65100 -0.24751 -0.46 -0.49 1.15 -0.078
H 1.05417 2.29318 -1.63825 -0.16 -0.04 -0.10 0.233
H 1.49904 0.43602 1.93045 -0.16 -0.18 0.10 0.377
H 0.43774 2.14120 0.01797 0.13 0.40 0.34 0.221
C 0.90078 -0.55745 0.28358 0.15 0.10 -0.70 0.077
H -2.26301 0.75790 2.02221 -0.14 0.17 0.18 0.504
H -1.01807 1.66209 -2.05039 -0.40 0.23 -0.70 0.430
N -0.67693 1.06050 -1.32304 -0.55 0.76 0.07 -0.699
H -0.68333 0.08967 -1.64685 0.41 -0.02 0.12 0.444
H -0.60854 -3.42441 0.11769 0.03 -0.32 -0.26 0.386
O -2.21984 0.70336 1.06534 -0.02 -0.23 -0.47 -0.978
H 2.48145 0.79354 -0.10585 0.54 0.25 -0.22 0.241
C 1.59606 0.44431 -0.61345 -0.48 -0.86 0.10 -0.446
H -0.08484 -2.61898 1.43795 0.12 -0.03 0.92 0.388
N 0.81379 -0.26018 1.65440 0.07 0.45 0.35 -0.842
N -0.46202 -2.52056 0.52152 0.17 0.65 -0.79 -0.831
H -0.09921 0.01025 2.01340 0.18 -0.27 -0.27 0.381
H 1.83030 -0.02911 -1.57384 0.35 0.06 0.23 0.226
H -1.38437 1.11799 -0.55907 0.57 -0.20 0.09 0.476
C 0.66986 1.60869 -0.88730 -0.32 -0.46 0.33 -0.210